[1]
# C10H18NO3Si

2 unconnected molecules or ions with the total composition C10H18NO3Si in a non-equilibrium geometry (wB97M-V/def2-TZVPD, OMol25).

Computed properties:
* electronic energy: -961.48434 a.u.
* HOMO energy (spin up / spin down): -11.94 / -12.11 eV
* gap between HOMO and LUMO (spin up / spin down): 0.2727 / 0.2569 hartree
* relative energy (zero: lowest compared OMol25 entry of this formula, charge and spin): 403.0 kJ/mol
* charge: +1
* LUMO level (spin up / spin down): -0.1663 / -0.1883 Ha

Structure (XYZ):
```
33
C10H18NO3Si (wB97M-V/def2-TZVPD)
Si 1.0929 -0.4481 0.2050
O 1.0465 -1.2214 -1.2213
O 0.6410 -1.7404 1.0391
O 2.3669 0.2483 0.9647
N -1.7141 0.4009 0.0829
C -4.1044 0.7771 0.2110
C 0.4837 -2.1554 2.4483
C -4.4000 -0.4805 -0.3269
C -0.1738 2.1369 0.7912
C 3.6284 0.6993 0.4756
C -2.0878 -0.8652 -0.4258
C -0.3868 0.7849 0.1733
C 1.1355 -0.6904 -2.4145
C -3.3555 -1.3513 -0.5333
C -2.7765 1.1136 0.4958
H -3.4886 -2.3981 -0.8298
H -0.6813 2.1805 1.7879
H -1.3171 -1.6365 -0.5183
H -2.6002 2.0565 0.9979
H 2.1696 -0.3934 -2.7114
H 3.8861 -0.0990 -0.2135
H -0.5516 -2.4472 2.6304
H 0.5694 -1.2753 -3.2388
H 1.2309 -2.9219 2.4387
H 0.6605 -1.3458 3.1950
H -0.6974 2.9091 0.1979
H -5.4106 -0.8318 -0.5201
H 0.8661 2.4687 0.8910
H -4.9064 1.4882 0.5233
H 4.2957 0.7233 1.3896
H 3.5249 1.7021 0.1908
H 0.5466 0.2785 -2.2713
H -0.4205 1.0946 -1.9573
```

[2]
# C38H61ErGeN5O5

A molecular structure, C38H61ErGeN5O5 in a non-equilibrium geometry (wB97M-V/def2-TZVPD, OMol25).

Computed properties:
* multiplicity: 4
* ⟨S²⟩: 3.752
* electronic energy: -5225.81252 a.u.
* HOMO energy (spin up / spin down): -15.75 / -15.75 eV
* gap between HOMO and LUMO (spin up / spin down): 0.2815 / 0.2823 hartree
* relative energy (zero: lowest compared OMol25 entry of this formula, charge and spin): 44.0 kJ/mol
* charge: +3
* LUMO level (spin up / spin down): -0.2974 / -0.2966 Ha

Structure (XYZ):
```
111
C38H61ErGeN5O5 (wB97M-V/def2-TZVPD)
Er -1.5601 2.3661 0.2527
Ge -1.0580 1.4356 4.4032
O -0.0001 3.2776 -1.2832
O 0.4482 1.5461 -0.0449
O -1.3969 -0.1006 3.3514
O -1.8047 0.4465 1.2135
O -2.8271 2.2240 -1.5118
N -3.1161 0.7761 -3.2506
N 2.4914 0.8738 -1.6995
N 1.1405 -2.0722 -1.6189
N 2.0461 -0.7177 0.6666
N -0.7545 -2.2808 0.8232
C -0.1672 -4.1224 -0.7348
C 0.0362 -3.7045 -3.2304
C -2.3390 -2.6954 -1.0201
C 1.9853 -4.3443 -1.9365
C -1.8583 -1.8371 1.7518
C 4.1052 -0.7287 -0.6755
C -1.2828 -3.3192 -0.0764
C -3.9151 0.1702 -4.3137
C 2.1476 0.5551 6.9101
C -4.6914 2.6326 -3.0455
C -3.5014 1.8493 -2.5417
C 1.7309 -1.4001 -2.7806
C 1.6356 0.1070 -2.7087
C 3.5538 -0.6656 0.7841
C 3.0062 1.3805 4.8257
C -3.2684 4.1648 1.9090
C 0.4738 -2.4540 1.6939
C 2.0843 2.2262 -1.6970
C -5.8610 0.3436 -2.6010
C -1.6953 -0.3990 2.1470
C 3.8759 0.6549 1.4435
C 0.6413 1.0572 5.0645
C 0.7134 -3.5130 -1.8943
C -2.7480 3.2125 2.8280
C -5.2522 -0.3900 -3.7911
C 4.0488 -1.8467 1.5722
C -2.3190 5.0215 1.2781
C 3.9124 0.5057 -1.6912
C 0.8683 0.7593 6.4048
C 0.8081 2.4019 -0.9570
C 3.1731 0.8718 6.1088
C 4.8160 1.7188 -1.5236
C -6.0313 1.8583 -2.8755
C -1.3999 3.0406 3.0666
C 1.7525 1.4152 4.2567
C -0.9630 4.8421 1.4762
C 1.2755 -1.1126 1.9380
C -0.4981 3.8775 2.3589
H -2.3524 -3.2686 -1.9748
H 2.7876 -3.9255 -2.6548
H 1.8994 0.5500 -3.6940
H 3.9351 -1.7765 2.6196
H 1.6096 1.8912 3.2942
H 1.7277 -1.4187 -0.1048
H 1.8705 2.6906 -2.6704
H -2.8173 -1.8551 1.3219
H 1.8529 -5.4020 -2.0985
H -0.6586 -4.9578 -1.2594
H 2.3046 0.2122 7.9391
H 0.6562 -0.3272 2.2243
H 4.9895 2.1667 -2.4899
H -4.5473 2.6840 -4.1891
H 4.9693 0.7994 1.5353
H 0.1653 -2.9090 2.6439
H 2.7626 2.9777 -1.1932
H 0.6354 0.4702 -2.4705
H -6.6096 2.0574 -3.7561
H 1.1575 -3.1483 1.2926
H 1.5896 0.1095 0.3130
H 2.7425 -1.7484 -2.7608
H -1.8632 -2.4750 2.6545
H -5.8781 -0.4661 -4.7135
H -5.3329 0.1467 -1.6986
H 3.4988 -2.7564 1.1904
H 4.2104 0.0955 -2.6962
H 2.5586 -4.3299 -0.9814
H -0.3149 -4.7438 -3.2909
H 4.1819 0.8280 6.5586
H -2.6922 5.7109 0.5250
H 1.9345 -1.2328 2.7290
H 3.8396 1.8418 4.3550
H -3.3213 -2.7136 -0.6066
H 0.5593 3.7528 2.4563
H -0.2691 5.5400 0.9976
H 3.6641 -1.6221 -1.1316
H 3.4490 1.5317 0.9543
H 3.5185 0.5385 2.4439
H 0.2598 -1.5557 -1.3670
H -6.8921 -0.1282 -2.4784
H -0.8301 -2.9895 -3.3111
H 5.1695 -0.9566 -0.7115
H -4.3252 4.2268 1.8512
H -2.3496 1.4104 5.2097
H 4.4025 2.4041 -0.7835
H 5.7657 1.3569 -1.1413
H -2.1927 -1.6611 -1.3325
H -4.0440 0.9163 -5.1224
H 0.7093 -3.5746 -4.0589
H -1.8998 -4.0492 0.4532
H -3.2872 -0.5494 -4.8902
H -4.6714 3.6383 -2.6032
H 0.3761 -4.6428 -0.0161
H 5.1253 -1.9393 1.4401
H -6.6869 2.3518 -2.1379
H -3.4914 2.7058 3.4469
H 0.0466 0.6021 7.1600
H -4.9530 -1.4399 -3.6017
H 1.2256 -1.7867 -3.7130
H -2.3316 0.2339 -2.9309
```

[3]
# C3H7NO2

A molecular structure, C3H7NO2 in a non-equilibrium geometry (wB97M-V/def2-TZVPD, OMol25).

Computed properties:
* electronic energy: -323.49292 a.u.
* HOMO energy (spin up / spin down): -9.12 / -9.12 eV
* gap between HOMO and LUMO (spin up / spin down): 0.3535 / 0.3535 hartree
* relative energy (zero: lowest compared OMol25 entry of this formula, charge and spin): 756.3 kJ/mol
* LUMO level (spin up / spin down): 0.0184 / 0.0184 Ha

Structure (XYZ):
```
13
C3H7NO2 (wB97M-V/def2-TZVPD)
O -0.7790 -1.4565 2.5132
O 0.1189 -0.9150 1.5821
N -0.5765 -1.4329 -0.4711
C 0.4049 0.8196 1.1919
C -0.0733 -0.4815 -0.9480
C 0.2095 0.2165 -2.2045
H -0.5964 0.9024 -2.4688
H 1.1610 0.7450 -2.1476
H -1.6425 -1.3844 2.0658
H 0.2474 1.0427 2.2431
H -0.2219 1.5212 0.6451
H 0.2739 -0.4893 -3.0325
H 1.4741 0.9123 1.0313
```

[4]
# C8H17BO2

A molecular structure, C8H17BO2 in a non-equilibrium geometry (wB97M-V/def2-TZVPD, OMol25).

Computed properties:
* multiplicity: 3
* ⟨S²⟩: 2.010
* electronic energy: -490.14115 a.u.
* HOMO energy (spin up / spin down): -5.13 / -10.32 eV
* gap between HOMO and LUMO (spin up / spin down): 0.2208 / 0.2570 hartree
* relative energy (zero: lowest compared OMol25 entry of this formula, charge and spin): 17.6 kJ/mol
* LUMO level (spin up / spin down): 0.0323 / -0.1223 Ha

Structure (XYZ):
```
28
C8H17BO2 (wB97M-V/def2-TZVPD)
O 0.9142 1.7597 0.7006
O -0.7729 1.3213 -0.8388
C 1.9410 -0.4537 -0.1274
C -1.9657 -0.4152 0.2804
C -0.6169 0.0125 -0.4151
C 2.2200 0.2538 -1.4271
C -2.9669 -0.3489 -0.8599
C 3.0981 -0.0545 0.8764
C 0.6294 -0.0192 0.5015
C -2.3588 0.4592 1.3441
B -0.0092 2.2081 -0.2724
H -1.8740 -1.4865 0.5742
H 1.7957 -1.5568 -0.4246
H -3.9102 -0.7920 -0.9777
H 0.4246 -0.2062 1.5304
H -3.3830 0.5812 1.3606
H 2.9713 1.0296 1.0951
H 2.1063 1.4344 -1.3212
H 4.0014 -0.3003 0.3316
H -1.8352 1.4145 1.1331
H 3.1687 0.1921 -1.8870
H 1.6140 -0.1173 -2.3289
H -3.0069 0.7914 -1.0015
H -2.4654 -0.5875 -1.8151
H 2.8822 -0.6390 1.7368
H -0.4001 -0.6554 -1.3532
H 0.0518 3.3375 -0.5094
H -1.9986 0.1521 2.3519
```

- Look up the electronic energy of the first one.
  -961.48434 a.u.